ORCA calculation (the ωB97M-V functional and the def2-TZVPD basis) on the molecule C26H32N4O3.

Element x y z (Å)
O (3.9070, -0.3008, -4.2726)
O (0.1121, 2.0760, -3.6851)
O (-0.5380, -1.0613, -0.8866)
N (2.9825, -0.3300, -2.1922)
N (2.0919, -0.2388, -0.0284)
N (-0.1609, 1.1488, -0.9790)
N (2.0571, 0.9413, -3.9028)
C (-5.7627, -0.5680, 2.5550)
C (-5.5594, -0.2976, 3.8979)
C (-0.5602, -2.7081, 1.8760)
C (-0.8657, 0.0682, -0.5576)
C (-0.9474, -1.3745, 1.9098)
C (0.6342, -3.1182, 2.4404)
C (-4.6819, -0.7880, 1.7220)
C (0.9492, 1.3617, -3.1662)
C (0.5568, 5.5069, -0.6612)
C (-3.3809, -0.7386, 2.2120)
C (0.9663, 0.8877, -1.8125)
C (-0.5055, 2.5415, -0.7687)
C (0.3687, 3.1674, 0.3213)
C (-2.0236, 0.3107, 0.3959)
C (3.0372, 0.0725, -3.5190)
C (1.4657, -2.1981, 3.0561)
C (3.5806, -2.7325, -2.0670)
C (-2.2366, -0.9574, 1.2468)
C (1.9836, 0.0840, -1.3483)
C (0.0851, 4.6571, 0.5128)
C (1.0884, -0.8674, 3.1070)
C (-3.1881, -0.4715, 3.5599)
C (4.0031, -1.2867, -1.7859)
C (2.4089, -3.2295, -1.2262)
C (-0.1063, -0.4600, 2.5365)
C (-4.2701, -0.2537, 4.3965)
H (2.1603, -4.2472, -1.5175)
H (1.5182, -2.6208, -1.3689)
H (1.6206, 5.3594, -0.8335)
H (-1.1976, -3.4315, 1.3903)
H (-0.3816, 0.5839, 2.5937)
H (0.1938, 2.6450, 1.2659)
H (1.2878, -0.0067, 0.5359)
H (-0.3522, 3.0577, -1.7178)
H (2.3997, -2.5147, 3.4970)
H (4.8844, -1.0621, -2.3927)
H (1.4193, 3.0269, 0.0568)
H (-2.9253, 0.5147, -0.1858)
H (-1.8352, 1.1670, 1.0411)
H (-4.1019, -0.0501, 5.4441)
H (0.0232, 5.2515, -1.5723)
H (0.5941, 4.9937, 1.4190)
H (-2.5212, -1.7600, 0.5581)
H (-0.9869, 4.8039, 0.6626)
H (-6.4018, -0.1276, 4.5518)
H (4.4490, -3.3706, -1.8918)
H (2.6648, -3.2460, -0.1665)
H (2.4744, -1.1412, 0.2012)
H (-2.1893, -0.4442, 3.9690)
H (3.3251, -2.8055, -3.1252)
H (-1.5611, 2.6282, -0.5118)
H (1.7266, -0.1412, 3.5899)
H (-4.8481, -1.0075, 0.6766)
H (-6.7660, -0.6116, 2.1570)
H (4.2544, -1.1299, -0.7365)
H (2.0860, 1.2374, -4.8721)
H (0.3866, 6.5606, -0.4535)
H (0.9183, -4.1595, 2.3968)

Force components x, y, z for each atom (eV/Å):
0.225 -0.148 -0.224
-0.210 0.063 -0.140
-0.322 -0.165 0.014
0.024 -0.099 0.130
0.135 -0.012 -0.227
0.568 -0.137 -0.463
-0.071 0.173 -0.412
-0.086 0.006 -0.049
-0.051 0.021 0.092
0.005 0.031 0.068
-0.266 0.031 -0.097
0.038 -0.132 0.026
-0.027 -0.090 -0.015
0.009 0.014 0.024
0.285 -0.259 0.298
-0.137 -0.038 0.184
-0.022 -0.068 0.000
-0.094 -0.073 0.185
0.217 0.407 0.374
-0.353 0.159 -0.034
0.071 -0.441 -0.027
-0.139 0.178 0.012
0.138 0.023 0.049
-0.045 0.129 0.168
0.005 0.164 -0.170
-0.269 0.663 0.094
0.213 -0.112 -0.071
0.107 0.036 0.079
0.045 0.000 -0.004
0.351 -0.414 -0.214
0.161 0.010 -0.215
-0.107 0.006 -0.013
-0.064 0.050 0.087
-0.071 -0.099 0.042
-0.134 0.044 0.051
0.125 0.007 -0.064
-0.079 -0.061 -0.101
-0.047 0.115 -0.012
0.029 -0.102 0.025
0.066 -0.070 -0.063
-0.153 -0.082 0.090
0.069 -0.031 0.041
-0.120 0.016 0.238
0.064 -0.071 0.006
-0.013 0.098 0.038
-0.054 0.079 -0.018
0.010 0.011 0.082
-0.011 0.025 -0.157
-0.097 0.018 0.038
0.063 0.095 0.095
-0.046 0.028 0.104
-0.067 0.009 0.052
0.046 -0.003 -0.075
-0.032 -0.016 0.150
-0.056 0.010 0.040
0.047 -0.018 0.035
0.099 -0.011 -0.041
0.009 0.006 -0.041
0.050 0.057 0.039
-0.010 -0.035 -0.129
-0.080 -0.009 -0.033
-0.004 0.054 -0.050
0.022 -0.072 0.186
0.016 0.118 -0.068
0.024 -0.090 -0.008

The calculation puts the energy above the lowest of the compared OMol25 structures with the same formula, charge and spin at 28.7 kJ/mol. As for the HOMO-LUMO gap: 8.9 eV. The calculation puts the HOMO energy at -8.23 eV. As for the spin multiplicity: 1. As for the SMILES: CCCCN(C(=O)CC(c1ccccc1)c1ccccc1)c1c(N)n(CCC)c(=O)[nH]c1=O. The total energy is -1454.8023 Ha. Its maximum force is 0.75 eV/Å.